one | C42H63BF2N4O2RuSe2Si as an isolated structure. Source: the Open Molecules 2025 dataset; level of theory: the ωB97M-V functional and the def2-TZVPD basis.

Lowest unoccupied orbital energy (alpha / beta) ... 0.08832 / 0.07574 hartree
HOMO (alpha / beta) ... -3.85 / -4.81 eV

Geometry as ORCA input:
```
! RIJCOSX wB97M-V def2-TZVPD def2/J DEFGRID3
* xyz -1 6
Ru 0.725 0.682 -2.388
C -1.617 -6.447 2.131
C -2.290 -5.448 1.121
C -3.425 -4.782 1.824
C -2.862 -6.273 -0.070
C -1.298 -4.482 0.615
C -1.539 -3.122 0.597
C -0.594 -2.240 0.124
Se -1.057 -0.400 -0.122
C -0.322 0.379 1.483
C -1.257 0.941 2.346
C -0.909 1.823 3.395
C 0.449 2.084 3.549
C 1.433 1.565 2.719
C 1.023 0.622 1.668
O 1.955 0.329 0.744
C 2.882 1.980 2.919
C 3.849 0.755 3.051
C 3.078 2.738 4.243
C 3.357 2.895 1.778
C -1.982 2.469 4.335
C -3.070 3.235 3.540
C -1.257 3.409 5.397
C -2.671 1.349 5.072
C 0.681 -2.637 -0.323
O 1.604 -1.722 -0.600
C 0.935 -4.032 -0.422
C -0.075 -4.892 0.052
C 2.251 -4.550 -1.037
C 2.234 -6.097 -1.187
C 3.429 -4.235 -0.100
C 2.353 -3.947 -2.448
H -2.357 -7.163 2.464
H -0.693 -6.939 1.801
H -1.345 -5.878 2.989
H -4.106 -5.533 2.241
H -3.116 -4.196 2.725
H -3.966 -4.025 1.169
H -3.510 -7.118 0.172
H -3.384 -5.601 -0.722
H -2.002 -6.639 -0.668
H -2.404 -2.735 1.016
H -2.332 0.723 2.161
H 0.734 2.776 4.297
H 3.511 0.061 3.872
H 3.916 0.169 2.099
H 4.846 1.095 3.249
H 2.712 2.109 5.026
H 4.115 2.944 4.374
H 2.547 3.617 4.275
H 3.287 2.349 0.852
H 2.717 3.811 1.675
H 4.389 3.170 1.993
H -2.732 4.160 3.108
H -3.414 2.604 2.758
H -3.951 3.420 4.190
H -0.808 4.268 4.935
H -2.008 3.747 6.127
H -0.502 2.872 5.939
H -3.155 0.752 4.366
H -1.910 0.699 5.636
H -3.431 1.737 5.818
H 0.146 -5.907 -0.066
H 2.054 -6.615 -0.238
H 1.503 -6.395 -1.916
H 3.189 -6.411 -1.592
H 3.229 -4.594 0.933
H 4.349 -4.737 -0.477
H 3.606 -3.192 -0.065
H 1.479 -4.220 -3.038
H 2.373 -2.872 -2.506
H 3.210 -4.379 -2.997
C -1.879 -2.107 -4.351
C -2.358 -0.698 -4.123
C -3.672 -0.305 -4.460
C -4.043 1.014 -4.199
C -3.216 1.847 -3.467
C -1.992 1.333 -3.001
N -1.583 0.080 -3.340
N -1.064 2.008 -2.281
Si -1.282 3.374 -1.327
C -1.772 4.960 -2.278
C 0.222 3.573 -0.309
C -2.656 3.186 -0.051
H -2.598 -2.788 -4.806
H -1.714 -2.487 -3.320
H -0.912 -2.199 -4.841
H -4.311 -0.991 -5.021
H -5.063 1.310 -4.442
H -3.480 2.888 -3.302
H -1.205 5.347 -3.160
H -1.915 5.775 -1.589
H -2.718 4.725 -2.794
H 1.148 3.213 -0.723
H 0.157 2.908 0.558
H 0.443 4.553 0.116
H -3.556 3.203 -0.617
H -2.706 4.061 0.530
H -2.669 2.322 0.616
F 3.732 -0.934 0.070
B 2.388 -1.065 0.522
F 2.195 -1.793 1.695
C 3.901 2.862 -1.780
N 2.966 3.291 -2.785
C 3.099 4.403 -3.570
C 2.085 4.391 -4.513
N 1.324 3.260 -4.182
C 0.240 2.831 -5.007
C 1.852 2.617 -3.113
Se 1.920 -0.428 -4.247
H 4.021 3.615 -0.981
H 4.840 2.663 -2.251
H 3.451 1.974 -1.284
H 3.932 5.075 -3.499
H 1.803 4.936 -5.400
H -0.704 3.237 -4.640
H 0.308 1.806 -5.060
H 0.243 3.272 -5.970
*
```

***

two | C42H63BF2N4O2RuSe2Si as an isolated structure. Source: the Open Molecules 2025 dataset; level of theory: the ωB97M-V functional and the def2-TZVPD basis.

Lowest unoccupied orbital energy (alpha / beta) ... 0.08946 / 0.07775 hartree
HOMO (alpha / beta) ... -4.03 / -4.63 eV

Geometry as ORCA input:
```
! RIJCOSX wB97M-V def2-TZVPD def2/J DEFGRID3
* xyz -1 6
Ru 0.223 0.144 -1.551
C 2.906 4.871 3.845
C 1.737 3.940 4.153
C 1.933 3.182 5.475
C 0.478 4.781 4.240
C 1.600 2.893 3.039
C 0.472 2.809 2.235
C 0.364 1.809 1.296
Se -1.198 1.789 0.112
C -2.072 0.395 1.103
C -2.734 0.759 2.275
C -3.281 -0.238 3.107
C -3.075 -1.563 2.737
C -2.398 -1.944 1.589
C -1.997 -0.934 0.669
O -1.634 -1.155 -0.611
C -2.144 -3.458 1.436
C -1.562 -4.050 2.730
C -3.464 -4.156 1.087
C -1.122 -3.805 0.354
C -4.047 0.235 4.362
C -5.213 1.112 3.897
C -4.626 -0.939 5.136
C -3.138 1.010 5.308
C 1.351 0.794 1.102
O 1.122 -0.219 0.345
C 2.553 0.973 1.831
C 2.643 2.009 2.749
C 3.789 0.119 1.563
C 3.622 -0.998 0.516
C 4.928 1.002 1.027
C 4.184 -0.582 2.868
H 3.030 5.616 4.638
H 2.711 5.424 2.915
H 3.842 4.322 3.742
H 2.062 3.867 6.303
H 2.797 2.524 5.386
H 1.083 2.519 5.681
H 0.543 5.455 5.089
H -0.393 4.175 4.412
H 0.356 5.417 3.358
H -0.356 3.503 2.298
H -2.813 1.810 2.532
H -3.437 -2.379 3.332
H -2.236 -3.960 3.582
H -0.631 -3.541 2.990
H -1.356 -5.098 2.602
H -4.253 -3.969 1.829
H -3.354 -5.226 1.010
H -3.788 -3.795 0.116
H -0.231 -3.184 0.450
H -1.574 -3.603 -0.615
H -0.843 -4.873 0.421
H -5.850 0.564 3.211
H -4.827 2.011 3.401
H -5.836 1.383 4.760
H -5.269 -1.544 4.504
H -5.195 -0.580 5.991
H -3.852 -1.614 5.551
H -2.704 1.893 4.813
H -2.335 0.380 5.660
H -3.701 1.371 6.179
H 3.618 2.118 3.228
H 3.366 -0.581 -0.475
H 2.868 -1.731 0.789
H 4.590 -1.537 0.405
H 4.658 1.408 0.066
H 5.840 0.408 0.912
H 5.125 1.812 1.737
H 3.385 -1.251 3.227
H 4.372 0.101 3.702
H 5.069 -1.205 2.736
C -0.957 3.512 -3.025
C -1.412 2.310 -3.816
C -1.835 2.439 -5.125
C -2.313 1.314 -5.792
C -2.343 0.072 -5.144
C -1.842 0.025 -3.835
N -1.404 1.119 -3.217
N -1.832 -1.156 -3.032
Si -1.032 -2.642 -3.579
C 0.557 -2.983 -2.643
C -0.516 -2.447 -5.334
C -2.123 -4.157 -3.370
H -0.826 4.397 -3.670
H -0.041 3.246 -2.523
H -1.702 3.773 -2.278
H -1.800 3.388 -5.619
H -2.713 1.428 -6.787
H -2.757 -0.806 -5.585
H 1.295 -2.180 -2.691
H 1.039 -3.861 -3.110
H 0.418 -3.201 -1.609
H -0.055 -1.482 -5.547
H -1.314 -2.588 -6.076
H 0.247 -3.211 -5.508
H -2.600 -4.172 -2.397
H -1.462 -5.017 -3.511
H -2.916 -4.203 -4.139
F -3.419 -2.309 -1.600
B -2.647 -1.134 -1.726
F -3.452 -0.006 -1.597
C 4.863 -1.125 -3.217
N 4.320 -0.624 -4.475
C 5.029 0.192 -5.353
C 4.110 0.714 -6.175
N 2.879 0.211 -5.778
C 1.608 0.741 -6.230
C 2.985 -0.601 -4.716
Se 2.162 1.388 -2.590
H 5.555 -1.953 -3.386
H 4.010 -1.447 -2.608
H 5.392 -0.306 -2.731
H 6.092 0.305 -5.348
H 4.186 1.389 -7.009
H 1.272 0.223 -7.135
H 1.726 1.790 -6.440
H 0.892 0.638 -5.417
*
```

***

Most stable one: two, least stable one: one.

***

one | A 2-piece molecular cluster, C11H20NOS overall. Source: the Open Molecules 2025 dataset; level of theory: the ωB97M-V functional and the def2-TZVPD basis.

Lowest unoccupied orbital energy ... -0.14563 hartree
HOMO ... -11.74 eV

Geometry as ORCA input:
```
! RIJCOSX wB97M-V def2-TZVPD def2/J DEFGRID3
* xyz 1 1
C -1.236 -2.965 -1.060
C -0.328 -2.828 -2.268
C -1.606 -1.621 -0.497
C 0.923 -2.067 -1.800
C -0.441 -0.882 0.002
C -0.635 4.476 1.753
C 0.702 -0.815 -0.948
C 0.690 3.986 1.405
C 1.664 0.942 0.451
C 1.507 1.235 1.871
C 2.001 -0.289 -0.321
N 0.747 0.990 2.881
O 0.378 5.382 2.198
S 2.969 1.888 1.367
H -2.073 -3.494 -1.322
H -0.815 -3.468 -0.288
H 0.057 -3.663 -2.913
H -0.880 -2.227 -3.089
H -2.072 -0.966 -1.344
H -2.511 -1.740 0.195
H 1.484 -2.801 -1.251
H 1.695 -1.764 -2.575
H -0.786 0.074 0.438
H -0.062 -1.458 0.902
H -1.421 5.109 1.162
H -0.980 3.704 2.488
H 0.487 -0.077 -1.735
H 1.047 4.345 0.365
H 0.998 1.754 -0.123
H 2.350 -1.111 0.387
H 2.740 -0.068 -0.982
H 0.928 1.231 3.844
H -0.187 0.777 2.606
H 0.797 5.026 2.998
*
```

***

two | An isolated ion of composition C11H20NOS and charge +1. Source: the Open Molecules 2025 dataset; level of theory: the ωB97M-V functional and the def2-TZVPD basis.

SMILES ... Cc1ccsc1[C@H]([NH+](C)C)C(C)(C)O
Lowest unoccupied orbital energy ... -0.09293 hartree
HOMO ... -12.20 eV

Geometry as ORCA input:
```
! RIJCOSX wB97M-V def2-TZVPD def2/J DEFGRID3
* xyz 1 1
C -0.905 -1.429 3.068
C -1.140 -2.463 2.288
C -0.321 -0.281 2.257
C -0.245 -0.563 0.938
C 0.116 0.933 3.010
C 2.278 -1.071 -0.264
C 0.634 -1.188 -2.298
C -2.143 1.358 -0.435
C -0.552 1.923 -2.155
C 0.201 0.355 -0.245
C 1.301 -0.326 -1.116
N -0.908 0.867 -1.166
O 2.001 0.754 -1.741
S -0.990 -2.098 0.583
H -0.991 -1.572 4.160
H -1.657 -3.436 2.508
H 0.803 0.562 3.770
H 0.548 1.718 2.400
H -0.799 1.103 3.617
H 2.610 -0.319 0.473
H 1.780 -2.030 -0.079
H 3.267 -1.231 -0.821
H -0.239 -1.878 -1.929
H 1.395 -1.879 -2.424
H 0.501 -0.584 -3.151
H -2.171 2.429 -0.200
H -2.975 1.146 -1.109
H -2.129 0.777 0.452
H -0.081 2.665 -1.527
H 0.016 1.554 -3.050
H -1.475 2.207 -2.579
H 0.651 1.247 0.261
H -1.332 0.104 -1.714
H 2.952 0.647 -1.786
*
```

***

Most stable one: two, least stable one: one.

***

one | One molecule with the formula C20H13N5OS. Source: the Open Molecules 2025 dataset; level of theory: the ωB97M-V functional and the def2-TZVPD basis.

SMILES ... c1ccc(-c2ccnc(Nc3ccc4nc(-c5cccs5)oc4c3)n2)nc1
Lowest unoccupied orbital energy ... -0.00398 hartree
HOMO ... -7.76 eV

Geometry as ORCA input:
```
! RIJCOSX wB97M-V def2-TZVPD def2/J DEFGRID3
* xyz 0 1
N -0.114 3.736 -1.369
N 2.318 -2.810 1.476
N 0.131 -2.764 0.725
N -2.039 -5.537 1.910
O 2.024 3.129 -1.932
S 2.740 6.036 -3.041
C 0.964 4.084 -1.953
C 2.345 7.712 -2.658
C 1.137 7.879 -2.202
C 0.572 6.621 -1.910
C 1.224 5.473 -2.364
C 1.334 -2.225 0.889
C 2.076 -3.830 2.208
C -3.334 -5.902 1.904
C -0.162 -3.926 1.424
C -1.679 -4.322 1.351
C 0.823 -4.409 2.259
C -4.298 -5.047 1.328
C -2.627 -3.351 0.857
C -3.951 -3.803 0.716
C -0.655 1.457 -0.389
C -0.066 0.248 0.020
C 2.041 0.931 -0.909
C 0.155 2.434 -0.967
C 1.416 2.130 -1.251
C 1.292 -0.065 -0.281
N 1.924 -1.216 0.183
H 3.040 8.479 -2.823
H 0.707 8.875 -2.011
H -0.297 6.544 -1.309
H 2.846 -4.310 2.827
H -3.583 -6.786 2.591
H 0.516 -5.100 3.015
H -5.454 -5.261 1.392
H -2.174 -2.482 0.457
H -4.752 -3.340 0.180
H -1.689 1.647 -0.171
H -0.725 -0.402 0.508
H 3.085 0.781 -1.014
H 2.892 -1.308 0.336
*
```

***

two | One molecule with the formula C20H13N5OS. Source: the Open Molecules 2025 dataset; level of theory: the ωB97M-V functional and the def2-TZVPD basis.

SMILES ... O=C(Nc1nc2ccccc2c2cn(-c3ccccc3)nc12)c1cscn1
Lowest unoccupied orbital energy ... -0.01466 hartree
HOMO ... -8.33 eV

Geometry as ORCA input:
```
! RIJCOSX wB97M-V def2-TZVPD def2/J DEFGRID3
* xyz 0 1
O -2.902 0.329 -1.865
N -2.446 -2.901 -3.505
N -0.449 -0.310 1.189
N 0.406 -0.278 -2.361
S -4.478 -2.505 -4.990
C -2.446 -0.811 -1.941
C -3.031 -3.358 -4.566
C -4.205 -1.440 -3.723
C -2.977 -1.660 -3.073
C 1.433 1.023 1.473
C -0.712 0.578 6.177
C -1.078 -0.412 5.420
C 0.127 1.565 5.628
C -0.705 -0.561 4.093
C 0.411 1.557 4.257
C 3.602 1.221 -3.367
C 4.074 1.664 -2.139
C 0.028 0.467 3.392
C -0.334 -0.494 -1.252
C 2.333 0.637 -3.388
C 3.284 1.537 -0.980
C 0.074 0.000 0.038
C 1.282 0.661 0.162
C 1.589 0.343 -2.234
C 2.068 0.856 -1.021
N -1.309 -1.312 -1.321
N 0.329 0.378 2.094
H -2.761 -4.273 -5.103
H -4.802 -0.710 -3.301
H 2.111 1.783 1.852
H -0.984 0.753 7.236
H -1.750 -1.122 5.869
H 0.508 2.422 6.208
H -1.004 -1.421 3.615
H 1.044 2.353 3.803
H 4.245 1.329 -4.291
H 5.045 2.080 -2.147
H 1.805 0.338 -4.322
H 3.641 1.880 0.070
H -1.066 -2.186 -1.686
*
```

***

Most stable one: one, least stable one: two.

***

one | A 2-piece molecular cluster, C2H7N2 overall. Source: the Open Molecules 2025 dataset; level of theory: the ωB97M-V functional and the def2-TZVPD basis.

Lowest unoccupied orbital energy (alpha / beta) ... -0.21007 / -0.18802 hartree
HOMO (alpha / beta) ... -14.18 / -14.69 eV

Geometry as ORCA input:
```
! RIJCOSX wB97M-V def2-TZVPD def2/J DEFGRID3
* xyz 1 1
C -0.160 -0.387 -0.516
C 0.448 0.915 1.683
N 0.787 -0.141 -1.399
N -1.342 -0.902 -0.489
H -0.517 1.235 1.813
H 0.809 -0.015 2.174
H 1.165 1.547 1.266
H 1.517 0.526 -1.260
H 0.717 -0.242 -2.368
H -1.820 -1.059 0.398
H -1.604 -1.476 -1.304
*
```

***

two | A 2-piece molecular cluster, C2H7N2 overall. Source: the Open Molecules 2025 dataset; level of theory: the ωB97M-V functional and the def2-TZVPD basis.

Lowest unoccupied orbital energy ... -0.18268 hartree
HOMO ... -13.73 eV

Geometry as ORCA input:
```
! RIJCOSX wB97M-V def2-TZVPD def2/J DEFGRID3
* xyz 1 1
C -0.446 -0.069 -0.783
C 0.067 -0.444 1.506
N -0.262 0.666 -1.909
N 0.225 0.192 0.313
H -1.175 -0.917 -0.970
H -0.409 -1.408 1.427
H 0.116 0.158 2.387
H 1.598 -1.090 2.352
H -1.062 0.754 -2.639
H 0.515 1.195 -2.062
H 0.834 0.963 0.377
*
```

***

Most stable one: one, least stable one: two.